Density functional theory data (ωB97M-V with the def2-TZVPD basis set) for 2 unconnected molecules or ions with the total composition C4H8O2.

The energy relative to the best compared isomer or geometry (same formula, charge and spin) is 290.2 kJ/mol. Its structure (SMILES) is C=C1C[C@H]1O.O. For the HOMO-LUMO gap, the calculation gives 10.7 eV. For the total energy, the calculation gives -8370.274 eV.

Each line ends with the Mulliken charge.
Geometry (Å):
O: -1.463 2.359 -0.633  -0.6764
C: 0.148 -0.065 -1.623  -0.5099
C: -0.008 -0.350 -0.340  0.0482
C: -0.492 -1.294 0.684  -0.6925
C: 0.591 -0.240 0.988  0.0432
O: 1.943 -0.572 1.034  -0.5054
H: -0.572 2.705 -0.509  0.3315
H: 0.884 0.669 -1.949  0.2691
H: -0.470 -0.517 -2.396  0.2416
H: -1.296 1.411 -0.562  0.3358
H: -0.192 -2.328 0.525  0.2508
H: -1.459 -1.179 1.178  0.2244
H: 0.283 0.570 1.663  0.3327
H: 2.135 -1.004 1.873  0.3070